Molecular formula: C31H87F3N8O12S
Method: DFT, wB97M-V/def2-TZVPD

Element x y z (Å)
N1 0.6393 4.7581 -3.3639
H1 1.3983 5.3646 -3.0880
H2 -0.2046 5.2886 -3.2009
H3 0.6311 3.8704 -2.8822
H4 0.7517 4.5411 -4.3438
C1 -0.8156 0.3295 -0.4525
F1 -2.0216 0.4609 -1.0304
F2 -0.8999 -0.0495 0.7860
F3 -0.2797 -0.6671 -1.1720
S1 0.3087 1.9443 -0.5415
O1 0.2165 2.5445 -1.8665
O2 -0.2378 2.8693 0.4532
O3 1.6678 1.4992 -0.3172
C2 -2.6112 0.4799 3.1897
C3 -2.9681 -0.8034 4.0624
O4 -4.3887 -0.9294 4.0271
O5 -2.8829 1.6683 3.9373
H5 -3.1632 0.5429 2.2519
H6 -1.5242 0.5243 3.1224
H7 -2.6092 -0.6858 5.0848
H8 -2.4262 -1.6449 3.6307
H9 -4.7824 -0.1389 4.4037
H10 -2.9772 2.3713 3.2904
C4 -3.5428 4.5190 -5.6859
C5 -3.7624 3.7930 -4.3927
C6 -2.4957 2.9867 -3.9681
O6 -2.1854 1.9148 -4.8981
C7 -1.4019 0.8660 -4.3237
N2 -4.0199 4.7908 -3.3884
H11 -2.7468 5.2529 -5.5599
H12 -4.4684 4.9827 -6.0268
H13 -3.1467 3.8106 -6.4134
H14 -4.6723 3.2012 -4.4928
H15 -2.6376 2.5879 -2.9636
H16 -1.6400 3.6522 -3.8545
H17 -1.2004 0.2449 -5.1964
H18 -1.9365 0.4154 -3.4875
H19 -0.4153 1.1817 -3.9846
H20 -4.2203 4.2651 -2.5495
H21 -4.9182 5.2028 -3.5964
C8 -0.6429 -4.4877 4.8950
C9 0.4274 -4.1377 3.8868
C10 0.9739 -2.6751 3.7844
O7 1.9139 -2.5341 2.7150
C11 2.2580 -1.1467 2.5333
N3 1.6347 -4.9382 4.2017
H22 -0.3413 -4.3464 5.9329
H23 -0.9626 -5.5289 4.8522
H24 -1.6006 -3.9714 4.8286
H25 0.0754 -4.4619 2.9075
H26 1.3521 -2.4643 4.7848
H27 0.1547 -2.0051 3.5237
H28 2.7790 -0.7873 3.4207
H29 1.4987 -0.3771 2.3945
H30 2.9379 -1.0896 1.6832
H31 2.0354 -4.6465 5.0818
H32 2.2912 -4.4549 3.6054
C12 -4.6521 4.4490 2.2315
C13 -3.6195 3.6349 1.4736
C14 -3.5842 3.8793 -0.0526
O8 -4.8864 3.7326 -0.7808
C15 -5.2880 2.4110 -0.9950
N4 -2.3363 3.9164 2.0403
H33 -4.6601 5.5193 2.0255
H34 -4.6309 4.2609 3.3049
H35 -5.6476 4.1367 1.9161
H36 -3.8211 2.5695 1.5848
H37 -2.8664 3.2477 -0.5761
H38 -3.1755 4.8796 -0.1957
H39 -6.1316 2.4545 -1.6838
H40 -5.6470 1.8981 -0.1028
H41 -4.5669 1.8250 -1.5649
H42 -2.1827 4.9136 1.9946
H43 -1.6092 3.5287 1.4563
C16 -3.9834 -1.9244 -0.8223
C17 -4.4337 -3.2110 -0.1828
C18 -3.2543 -4.2259 0.1945
O9 -2.5247 -4.6443 -0.9596
C19 -1.4965 -5.5812 -0.6523
N5 -5.0760 -2.8876 1.0395
H44 -4.8300 -1.3044 -1.1174
H45 -3.3040 -2.1511 -1.6438
H46 -3.4292 -1.4056 -0.0401
H47 -5.0895 -3.7109 -0.8956
H48 -3.6240 -5.1130 0.7087
H49 -2.5095 -3.7927 0.8622
H50 -1.8564 -6.5769 -0.3930
H51 -0.8444 -5.2787 0.1670
H52 -0.8745 -5.8055 -1.5188
H53 -4.3649 -2.3715 1.5375
H54 -5.2196 -3.7250 1.5857
C20 3.1156 0.2802 -3.2527
C21 4.0314 -0.4030 -2.2220
C22 5.4089 -0.6539 -2.8267
O10 6.2245 -1.6048 -2.1268
C23 7.6244 -1.5866 -2.5010
N6 4.0851 0.4009 -1.0286
H55 3.0155 -0.3296 -4.1506
H56 3.5497 1.2539 -3.4798
H57 2.0976 0.3882 -2.8784
H58 3.5590 -1.3404 -1.9283
H59 5.9365 0.2833 -3.0040
H60 5.3103 -1.1376 -3.7986
H61 7.7300 -1.7852 -3.5675
H62 8.2015 -2.3324 -1.9544
H63 8.0360 -0.6015 -2.2813
H64 3.1626 0.7740 -0.8558
H65 4.5514 1.2929 -1.1131
C24 1.1792 -3.3596 -0.4567
C25 2.2175 -4.4255 -0.3526
C26 2.6947 -4.9662 -1.8054
O11 1.4944 -5.4882 -2.4297
C27 1.6786 -6.1362 -3.6725
N7 3.3339 -3.9129 0.4415
H66 0.3935 -3.6081 -1.1702
H67 1.5401 -2.4261 -0.8886
H68 0.6513 -3.0499 0.4453
H69 1.9766 -5.2982 0.2544
H70 3.3499 -5.8328 -1.7161
H71 3.1373 -4.1767 -2.4128
H72 0.7529 -6.4282 -4.1683
H73 2.3722 -6.9703 -3.5660
H74 2.1490 -5.4305 -4.3572
H75 2.9720 -3.5310 1.3036
H76 3.8422 -4.7128 0.7905
C28 2.5164 4.5768 3.0468
C29 3.6635 4.0181 2.2297
C30 4.2847 2.7565 2.8642
O12 4.9470 3.0975 4.0604
C31 5.4853 1.9812 4.7160
N8 3.1916 3.8280 0.8568
H77 2.2571 5.5910 2.7429
H78 2.6405 4.5178 4.1281
H79 1.5482 4.1003 2.8927
H80 4.3826 4.8240 2.0832
H81 4.9404 2.3280 2.1061
H82 3.4274 2.1011 3.0180
H83 4.8297 1.1105 4.7045
H84 5.6374 2.2090 5.7710
H85 6.4584 1.7970 4.2606
H86 3.9114 3.4082 0.2860
H87 2.3275 3.3096 0.7884

**Energy relative to the best compared isomer or geometry (same formula, charge and spin)**: 0.00 kcal per mole
**Energy**: -89029.6288 eV
**Highest occupied orbital energy**: -8.53 eV